# C4H6N2

A structure of composition C4H6N2 in a non-equilibrium geometry (ωB97M-V/def2-TZVPD, OMol25).

Geometry (Å):
H (-1.66750, 2.00394, 0.59869)
H (-0.46001, 1.75537, 1.86536)
N (0.31612, 1.00359, 0.18609)
N (0.84706, -1.28280, -2.12360)
C (0.77081, -1.10969, -0.80838)
H (1.06120, -0.52095, 1.24736)
H (-1.90932, -0.44497, 0.04140)
C (-1.10541, -0.14743, 0.78524)
H (-1.26668, -0.76710, 1.82155)
C (-0.89107, 1.29476, 0.95504)
C (0.33273, -0.29867, 0.37429)
H (1.45767, 1.49431, 0.15108)

Results
total energy = -265.3319 Ha
highest occupied orbital energy = -9.0 eV
molar mass = 82.1 g/mol
orbital gap = 9.599 eV
net charge = 0

These are the Mulliken partial charges, in e, on atoms 1 to 8: H 0.21; H 0.25; N -0.44; N -0.42; C -0.12; H 0.24; H 0.25; C -0.48



# C4H6N2

The molecule C4H6N2 in a non-equilibrium geometry (ωB97M-V/def2-TZVPD, OMol25).

Geometry (Å):
H (0.00417, 0.96555, -1.97553)
H (-0.01502, -1.27588, 1.63722)
N (-0.43846, 0.84373, 1.37213)
H (-0.45088, 2.73242, -0.23260)
C (-0.18289, 0.78227, -0.92155)
H (-0.77017, 0.80117, 2.35917)
H (0.07853, -2.29884, -1.14706)
N (0.72544, -1.52107, -1.10371)
C (-0.62687, 1.66014, 0.02730)
C (0.16303, -0.45561, -0.36085)
H (1.57039, -1.82902, -0.63677)
C (-0.05727, -0.40485, 0.98225)

Results
total energy = -265.4666 Ha
highest occupied orbital energy = -8.1 eV
molar mass = 82.1 g/mol
orbital gap = 9.129 eV
net charge = 0
SMILES = Nc1cc[nH]c1

These are the Mulliken partial charges, in e, on atoms 1 to 8: H 0.37; H 0.34; N -0.15; H 0.27; C -0.23; H 0.25; H 0.27; N -0.60



# C4H6N2

The molecule C4H6N2 (ωB97M-V/def2-TZVPD, OMol25).

Geometry (Å):
N (-0.15940, -1.08371, 0.08773)
H (-2.26873, -1.44783, -0.08800)
C (0.63820, 0.02482, 0.08628)
H (0.17343, 2.15392, -0.15881)
C (-1.50969, 0.65129, -0.16072)
N (2.01965, -0.16019, 0.30373)
C (-0.16489, 1.12776, -0.08071)
H (-2.40461, 1.24973, -0.27624)
C (-1.47529, -0.71376, -0.06230)
H (0.20404, -1.99897, 0.29292)
H (2.45630, 0.70888, 0.57913)
H (2.49098, -0.51195, -0.52299)

Results
total energy = -265.5250 Ha
highest occupied orbital energy = -7.7 eV
molar mass = 82.1 g/mol
orbital gap = 8.777 eV
net charge = 0
SMILES = Nc1ccc[nH]1

These are the Mulliken partial charges, in e, on atoms 1 to 8: N -0.06; H 0.37; C 0.25; H 0.37; C -0.41; N -0.56; C -0.53; H 0.39



# C4H6N2

The molecule C4H6N2 in a non-equilibrium geometry (ωB97M-V/def2-TZVPD, OMol25).

Geometry (Å):
H (1.38948, -0.19815, -1.39622)
H (1.92901, -0.05356, 1.49671)
C (-2.02165, 0.08012, -0.65485)
H (-0.38888, 1.39022, -0.82945)
H (-0.20072, -0.86668, 1.27735)
C (1.51997, -0.52831, -0.39635)
H (1.10530, -1.64033, -0.18961)
H (-1.20380, 1.41928, 0.73371)
N (-2.93470, -0.47745, -1.10562)
N (1.49686, 0.34482, 0.66539)
C (0.16289, -0.22486, 0.47388)
C (-0.86108, 0.75628, -0.07046)

Results
total energy = -265.4158 Ha
highest occupied orbital energy = -9.8 eV
molar mass = 82.1 g/mol
orbital gap = 10.674 eV
net charge = 0
SMILES = N#CC[C@H]1CN1

These are the Mulliken partial charges, in e, on atoms 1 to 8: H 0.27; H 0.28; C 0.27; H 0.28; H 0.47; C -0.54; H 0.28; H 0.25



# C4H6N2

The molecule C4H6N2 in a non-equilibrium geometry (ωB97M-V/def2-TZVPD, OMol25).

Geometry (Å):
H (1.78303, 0.76679, -0.24319)
H (-0.43418, -1.74554, 1.48139)
H (-1.59691, -0.95173, -0.43987)
C (-0.15373, -0.05645, 0.17335)
N (0.27291, 1.73054, -1.34329)
H (1.02388, 2.35565, -1.63896)
H (1.05187, -0.82934, 1.74112)
C (0.37290, -1.21279, 0.96988)
C (0.72365, 0.85540, -0.52091)
H (0.94030, -1.93389, 0.36846)
N (-2.44270, 0.87859, -0.44740)
C (-1.54103, 0.14278, -0.10057)

Results
total energy = -265.3696 Ha
highest occupied orbital energy (alpha / beta) = -9.0 / -8.4 eV
molar mass = 82.1 g/mol
orbital gap (alpha / beta) = 7.947 / 8.022 eV
net charge = 0

These are the Mulliken partial charges, in e, on atoms 1 to 8: H 0.37; H 0.37; H 0.21; C 0.28; N -0.60; H 0.25; H 0.37; C -1.30



# C4H6N2

The molecule C4H6N2 in a non-equilibrium geometry (ωB97M-V/def2-TZVPD, OMol25).

Geometry (Å):
C (0.51310, 0.35134, -0.41833)
N (-2.45602, -2.02708, 1.34209)
H (1.25271, 0.28494, 0.39706)
C (-1.89775, -1.01604, 1.30439)
H (1.64525, 1.22791, -2.03163)
H (-0.32267, 0.23448, 1.91974)
C (-1.15334, 0.25038, 1.19481)
C (1.03627, 0.34277, -1.81880)
N (-0.73214, 0.39056, -0.18806)
H (-1.82522, 1.07219, 1.46517)
H (0.19842, 0.29657, -2.51746)
H (1.67490, -0.53655, -1.96148)

Results
total energy = -265.4934 Ha
highest occupied orbital energy = -10.5 eV
molar mass = 82.1 g/mol
orbital gap = 11.405 eV
net charge = 0
SMILES = C/C=N/CC#N

These are the Mulliken partial charges, in e, on atoms 1 to 8: C 0.09; N -0.38; H 0.28; C 0.24; H 0.29; H 0.29; C -0.28; C -0.98



# C4H6N2

A structure of composition C4H6N2 in a non-equilibrium geometry (ωB97M-V/def2-TZVPD, OMol25).

Geometry (Å):
H (1.57267, -1.35823, 1.21981)
C (-1.37907, 0.39056, -0.08787)
H (-0.33842, 2.09948, 0.76933)
C (0.11789, -0.52900, -1.07224)
C (0.85186, 0.23554, 0.06074)
C (-0.34200, 1.11649, 0.33676)
N (-1.06912, -0.88489, -0.73029)
H (1.81414, 0.69085, -0.21737)
H (-0.04906, -1.20961, 0.98272)
H (0.35418, -0.58033, -2.12684)
H (-2.37154, 0.68962, -0.37142)
N (0.83845, -0.66050, 1.23668)

Results
total energy = -265.3834 Ha
highest occupied orbital energy = -8.3 eV
molar mass = 82.1 g/mol
orbital gap = 8.414 eV
net charge = 0

These are the Mulliken partial charges, in e, on atoms 1 to 8: H 0.25; C -0.38; H 0.38; C -0.14; C 0.02; C -0.42; N -0.54; H 0.41



# C4H6N2

The molecule C4H6N2 in a non-equilibrium geometry (ωB97M-V/def2-TZVPD, OMol25).

Geometry (Å):
H (-2.42116, 1.05730, 0.17118)
N (1.48007, 0.51528, 0.28638)
H (0.14399, 2.16180, -0.07114)
H (-2.57626, -0.56158, 0.00793)
N (-2.06662, 0.24649, -0.32655)
C (0.24506, 1.09047, 0.02576)
C (1.34781, -0.83302, 0.24009)
H (2.16320, -1.52489, 0.39373)
C (-0.67441, 0.08284, -0.13899)
H (2.37207, 0.96806, 0.18456)
C (0.05739, -1.15324, -0.07831)
H (-0.00382, -2.00881, -0.73319)

Results
total energy = -265.4981 Ha
highest occupied orbital energy = -7.6 eV
molar mass = 82.1 g/mol
orbital gap = 8.744 eV
net charge = 0
SMILES = Nc1cc[nH]c1

These are the Mulliken partial charges, in e, on atoms 1 to 8: H 0.25; N -0.03; H 0.37; H 0.26; N -0.58; C -0.83; C -0.44; H 0.39